Version i
Computed, not measured: a gas-phase ion, C4H9N2O2 (charge -1), with ωB97M-V/def2-TZVPD.

Each line ends with the Mulliken charge.
Cartesian coordinates (Å):
C  -0.99609  -0.03487  -1.42444  -1.193
C  0.15225  -0.79120  -0.76639  0.447
N  -0.24133  -2.22166  -0.56561  -0.788
C  0.56340  -0.17232  0.55906  -0.883
N  0.76204  1.23725  0.51522  -0.167
C  0.31841  2.06237  1.63701  0.498
O  0.78567  3.22009  1.62007  -0.787
O  -0.40840  1.49686  2.47159  -0.727
H  -0.66544  0.48146  -2.30457  0.233
H  -1.82203  -0.69284  -1.74277  0.431
H  -1.47322  0.66527  -0.73702  0.261
H  0.96972  -0.85478  -1.47884  0.264
H  0.39011  -2.62338  0.13600  0.279
H  -1.17111  -2.22667  -0.16834  0.261
H  1.45744  -0.73031  0.88726  0.190
H  -0.24422  -0.35780  1.26436  0.455
H  1.62281  1.54252  0.09739  0.228

Summary:
HOMO (eV): -4.113
E_LUMO (eV): 3.94
Charge: -1
SMILES: C[C@H](N)CNC(=O)[O-]
HOMO-LUMO gap (eV): 8.052



Version ii
Computed, not measured: a gas-phase ion, C4H9N2O2 (charge -1), with ωB97M-V/def2-TZVPD.

Each line ends with the Mulliken charge.
Cartesian coordinates (Å):
O  -1.82705  -1.86586  2.03364  -0.568
C  -1.28074  -1.52895  1.05356  0.022
N  -0.03713  -2.10139  0.74534  -0.163
C  0.65650  -1.25049  -0.28236  -0.335
C  0.37826  0.24776  -0.26872  -0.571
N  0.87441  0.93697  -1.48774  -0.566
C  0.42470  2.40766  -1.40690  -0.353
O  0.58024  2.80463  -0.13815  -0.855
H  -1.67252  -0.91373  0.26655  0.377
H  0.41092  -2.56596  1.44449  0.264
H  0.30888  -1.47462  -1.34011  0.200
H  1.79682  -1.46676  -0.12525  0.225
H  0.82241  0.99881  0.49678  0.364
H  -0.64960  0.54649  -0.11881  0.230
H  1.86967  1.05436  -1.38169  0.257
H  -0.66723  2.10477  -1.55965  0.213
H  0.82186  3.10146  -2.22303  0.259

Summary:
HOMO (eV): -2.836
E_LUMO (eV): 3.74
Charge: -1
SMILES: O=CNCCNC[O-]
HOMO-LUMO gap (eV): 6.573



Tell me which of them is the most stable. Sure, it is version i.



Version i
Computed, not measured: 21 unconnected molecules or ions with the total composition H43O21, with ωB97M-V/def2-TZVPD.

Each line ends with the Mulliken charge.
Cartesian coordinates (Å):
O  3.42848  0.71626  1.16650  -0.493
H  4.30001  0.68571  1.56081  0.251
H  3.40713  0.78156  0.21810  0.187
O  4.63992  1.26307  -1.99532  -0.606
H  4.91883  0.50511  -1.46957  0.316
H  4.74931  2.01474  -1.40679  0.299
O  -3.73701  0.97278  1.49881  -0.642
H  -4.60352  1.08309  1.92322  0.292
H  -3.38282  0.64161  2.34718  0.265
O  -0.92906  1.16370  0.47782  0.539
H  2.68627  -2.30885  0.09814  0.209
H  -0.77283  0.11009  -4.04410  0.301
O  -4.14020  -2.69235  -1.51413  -0.603
H  -3.99298  -2.69126  -0.55997  0.321
H  -3.73631  -1.84560  -1.72897  0.327
O  3.40973  -1.68631  0.37902  -0.489
H  -1.83762  0.82926  0.56209  0.095
H  4.04421  -2.03514  -0.25924  0.310
O  2.09397  -3.30806  -1.25609  -0.533
H  1.95244  -2.63272  -1.94136  0.351
H  2.40372  -4.15097  -1.58706  0.259
O  0.71257  0.03664  -1.38194  -0.643
H  1.53067  -0.31722  -1.03541  0.224
H  0.01850  -0.63634  -1.46705  0.126
O  -2.02093  -1.76579  3.11006  -0.496
H  -2.19018  -1.82979  2.16021  0.240
H  -2.18540  -2.69487  3.32374  0.270
O  -0.73741  0.34836  3.33873  -0.578
H  -0.18826  0.53228  4.11011  0.262
H  -1.45326  0.97880  3.39807  0.232
O  2.14780  3.30075  -0.28772  -0.630
H  2.25336  4.24672  -0.35163  0.300
H  2.40340  3.05654  0.61054  0.315
O  -0.99117  -2.02810  -2.12776  -0.495
H  -1.29898  -2.52548  -1.35673  0.244
H  -0.79712  -2.77896  -2.69073  0.229
O  -0.21036  3.55826  0.54147  -0.399
H  0.29699  3.01337  1.22982  0.540
H  -1.15000  3.26998  0.55909  0.306
O  -1.83546  3.73319  -1.84102  -0.625
H  -2.61886  3.47491  -1.35334  0.275
H  0.12534  2.90327  -0.12424  0.495
O  -2.97840  0.20458  -1.05650  -0.628
H  -2.72634  0.38423  -1.97359  0.260
H  -1.78472  3.35319  -2.71119  0.312
O  1.24336  -3.24847  2.80927  -0.618
H  -0.61094  0.52364  -0.16712  0.091
O  0.16454  -5.03663  1.37448  -0.604
H  1.01326  -4.63036  1.24423  0.339
H  -0.28892  -4.58970  2.08635  0.299
O  0.89685  1.86298  2.31901  -0.760
H  0.35865  1.02446  2.25240  0.480
H  1.84152  1.73276  2.41325  0.238
O  -0.73049  1.03313  -4.32782  -0.646
H  -3.94248  0.17848  -1.11619  0.281
H  0.03737  1.29443  -3.80763  0.343
O  1.78798  -1.60417  -3.45223  -0.589
H  2.42399  -1.88799  -4.12000  0.258
H  1.90654  -0.64984  -3.37319  0.300
O  -2.28351  3.25395  2.11947  -0.657
H  -2.70496  3.77506  2.79699  0.268
H  -2.84643  2.59066  1.68689  0.315
H  1.31885  -2.54598  3.45370  0.256
H  1.51596  -2.80600  1.99424  0.315

Summary:
HOMO (eV): -13.012
E_LUMO (eV): -2.79
Charge: +1
HOMO-LUMO gap (eV): 10.221



Version ii
Computed, not measured: a molecular structure, H43O21, with ωB97M-V/def2-TZVPD.

Each line ends with the Mulliken charge.
Cartesian coordinates (Å):
O  0.20183  -0.71033  -4.01435  -0.568
H  3.71670  1.35975  -0.08059  0.295
H  -1.14559  -1.44904  -2.37775  0.365
O  1.31907  2.35548  -0.84672  -0.385
H  1.13239  1.75553  -0.13332  0.278
H  2.33386  -1.48693  -1.11091  0.317
O  -0.50103  -4.04867  -2.38756  -0.594
H  -1.07214  -4.56973  -1.73878  0.265
H  -1.01107  5.02849  1.26371  0.292
O  -1.81776  -4.33918  0.34293  -0.608
H  -1.71436  3.84756  1.83330  0.318
H  -0.56642  -2.15034  4.27844  0.278
O  -1.38777  2.95989  -2.09756  -0.533
H  2.07725  3.60020  2.92650  0.293
H  -1.58304  3.81929  -2.52016  0.252
O  -1.69324  4.36685  1.04253  -0.618
H  -2.36087  -4.08286  1.12785  0.286
H  0.26170  4.20785  1.22190  0.323
O  2.63943  0.32884  3.21600  -0.676
H  -1.64422  2.85141  -1.20264  0.263
H  2.86089  -0.15274  4.01752  0.283
O  1.39995  -1.35341  -1.65825  -0.596
H  0.53868  -0.29120  -4.78277  0.284
H  1.13808  -2.24016  -1.88632  0.281
O  -0.43820  0.22918  2.04580  -0.447
H  1.23477  -1.64380  1.47361  0.229
H  -1.25521  -0.17532  2.38084  0.218
O  2.23161  2.71928  3.35450  -0.519
H  5.14072  0.63013  -0.30600  0.275
H  1.88123  2.81824  4.20724  0.246
O  -4.13014  2.26752  -0.45621  -0.612
H  -4.91117  1.75569  -0.51412  0.282
H  -3.56953  1.67619  0.02493  0.403
O  1.94866  2.20002  -4.05762  -0.604
H  2.35453  1.84900  -3.28387  0.303
H  1.02468  2.42946  -4.12157  0.309
O  2.19474  -1.77729  1.53298  -0.649
H  0.18161  0.59416  2.72805  0.217
H  2.45461  -1.09639  2.18664  0.469
O  1.22507  4.31846  1.25746  -0.653
H  1.27646  4.13684  0.26723  0.327
H  0.28076  -0.67275  -0.68031  0.207
O  -1.96451  -0.92070  -2.19078  -0.606
H  -1.46233  -0.80212  -1.04228  0.549
H  1.20599  1.97402  -1.72622  0.096
O  -4.28393  0.29526  1.00177  -0.644
H  -2.29186  -4.96120  -0.23609  0.330
O  -2.64138  -1.77577  0.79880  -0.723
H  -2.01406  -2.15298  1.40958  0.148
H  -2.46144  -2.11942  -0.11710  0.372
O  -0.58454  -1.04849  -0.13251  -0.248
H  -0.96457  -0.35456  0.65272  0.501
H  0.79899  -1.40237  -3.75379  0.229
O  -1.31798  -2.18380  3.66733  -0.550
H  3.42898  0.91350  3.06804  0.304
H  -2.03166  -2.48124  4.21310  0.280
O  2.76985  -3.59900  -1.84058  -0.621
H  3.16629  -4.05530  -1.08060  0.316
H  3.51447  -3.11975  -2.23126  0.309
O  4.14417  0.56849  -0.32568  -0.549
H  0.42871  -4.29885  -2.22082  0.320
H  -1.84813  -0.06100  -2.70023  0.424
H  -3.81250  0.17893  1.83465  0.237
H  -4.02607  -0.45884  0.47936  0.425

Summary:
HOMO (eV): -12.887
E_LUMO (eV): -2.81
Charge: +1
HOMO-LUMO gap (eV): 10.076



Tell me which of them is the most stable. Sure, it is version i.